DFT (ωB97M-V/def2-TZVPD) results for C34H44I3N3OOsP2Si2 as an isolated structure at a distorted geometry.

Last column: Mulliken charge in e.
Atoms and positions in Å:
Os  0.75  -1.00  -0.67  0.80
C  -2.23  -2.48  2.36  -1.03
Si  -0.47  -2.84  1.89  0.29
C  0.66  -3.29  3.31  -1.05
C  -0.42  -4.24  0.67  -0.45
N  0.17  -1.34  1.09  0.49
P  0.69  0.17  1.68  1.57
C  0.79  1.03  0.21  -1.73
P  -0.55  1.37  -0.80  1.88
N  -0.82  -0.17  -1.39  0.42
Si  -2.02  -0.78  -2.60  -0.18
C  -1.16  -0.87  -4.25  -0.81
C  -2.61  -2.45  -2.04  -0.82
C  -3.44  0.42  -2.76  -0.94
C  -0.09  2.44  -2.17  0.15
C  -1.05  3.14  -2.91  -0.27
C  -0.67  3.89  -4.00  -1.07
C  0.67  3.97  -4.36  -0.68
C  1.63  3.29  -3.62  -0.85
C  1.26  2.53  -2.53  -0.43
C  -2.00  2.05  -0.01  0.55
C  -2.81  1.14  0.68  -0.65
C  -3.87  1.59  1.45  -0.66
C  -4.11  2.95  1.56  -0.73
C  -3.29  3.86  0.90  -0.94
C  -2.24  3.41  0.12  -0.27
C  2.35  -0.02  2.37  0.81
C  2.56  -0.40  3.69  -0.84
C  3.84  -0.55  4.19  -0.83
C  4.94  -0.30  3.38  -0.79
C  4.75  0.12  2.07  -0.56
C  3.46  0.27  1.57  -0.37
C  -0.30  0.83  3.03  1.27
C  -0.76  0.10  4.13  -0.31
C  -1.50  0.73  5.12  -1.22
C  -1.78  2.08  5.02  -0.83
C  -1.33  2.81  3.93  -0.63
C  -0.60  2.19  2.94  -1.01
H  -2.63  -3.31  2.94  0.50
H  -2.84  -2.40  1.45  0.23
H  -2.37  -1.56  2.94  0.29
H  0.50  -4.35  3.52  0.52
H  0.52  -2.76  4.24  0.37
H  1.71  -3.17  3.02  0.31
H  -1.20  -4.96  0.93  0.40
H  0.53  -4.78  0.70  0.13
H  -0.61  -3.94  -0.36  -0.26
H  -0.31  -1.55  -4.26  0.19
H  -0.85  0.14  -4.54  0.11
H  -1.87  -1.22  -5.01  0.49
H  -1.80  -3.16  -1.90  0.04
H  -3.28  -2.87  -2.80  0.43
H  -3.18  -2.38  -1.11  0.23
H  -3.16  1.30  -3.33  0.29
H  -3.88  0.74  -1.82  0.30
H  -4.21  -0.10  -3.33  0.51
H  -2.09  3.09  -2.63  0.68
H  -1.41  4.44  -4.57  0.48
H  0.97  4.58  -5.21  0.44
H  2.68  3.38  -3.88  0.48
H  2.01  2.04  -1.92  0.21
H  -2.61  0.07  0.62  0.25
H  -4.50  0.88  1.98  0.49
H  -4.94  3.31  2.16  0.47
H  -3.48  4.92  0.99  0.47
H  -1.60  4.13  -0.38  0.52
H  1.72  -0.57  4.36  0.48
H  3.98  -0.85  5.22  0.46
H  5.94  -0.41  3.78  0.43
H  5.60  0.35  1.45  0.40
H  3.31  0.66  0.58  0.20
H  -0.55  -0.95  4.23  0.52
H  -1.84  0.16  5.97  0.48
H  -2.36  2.57  5.80  0.45
H  -1.55  3.87  3.86  0.50
H  -0.24  2.77  2.09  0.57
I  1.21  -3.99  -2.69  0.14
C  2.69  -4.21  -1.21  -1.15
I  3.05  -2.44  -0.05  0.17
H  3.64  -4.47  -1.67  0.64
H  2.37  -4.98  -0.52  0.59
N  2.21  -0.04  -4.58  -0.18
C  2.60  -0.50  -3.40  0.16
O  1.76  -0.68  -2.49  0.24
C  4.05  -0.82  -3.25  -1.10
I  5.05  0.72  -2.18  0.12
H  1.24  0.21  -4.72  0.06
H  2.86  0.08  -5.33  0.26
H  4.54  -0.89  -4.22  0.65
H  4.18  -1.75  -2.70  0.08

Values from the calculation:
- Electronic energy: -103582.3111 eV
- Charge: +2
- LUMO level: -6.4643 eV
- Relative energy (zero: lowest compared OMol25 entry of this formula, charge and spin): 0.4 kcal/mol
- Highest occupied orbital energy: -0.4838 hartree
- HOMO-LUMO gap: 6.7 eV

=====

DFT (ωB97M-V/def2-TZVPD) results for C34H44I3NO4PSSiV as an isolated structure at a distorted geometry.

Last column: Mulliken charge in e.
Atoms and positions in Å:
V  12.09  8.12  11.73  -0.36
C  11.49  9.67  16.69  -1.44
C  11.67  10.95  15.82  1.32
C  10.82  12.11  16.34  -1.28
C  13.16  11.36  15.80  -1.15
O  11.30  10.59  14.48  0.98
Si  10.45  11.27  13.31  -1.16
S  10.66  9.65  11.63  -0.06
O  8.84  11.35  13.18  0.43
C  7.64  10.57  13.63  1.55
C  8.01  9.09  13.65  -1.05
C  7.22  11.08  15.01  -1.59
C  6.59  10.79  12.55  -1.44
O  11.21  12.54  12.81  0.24
C  10.76  13.81  12.20  1.56
C  9.94  14.46  13.33  -1.68
C  9.90  13.59  10.93  -1.18
C  12.04  14.58  11.90  -1.32
H  11.88  9.83  17.68  0.54
H  12.04  8.75  16.29  0.03
H  10.54  9.28  16.72  0.36
H  11.10  12.48  17.35  0.48
H  9.77  11.79  16.36  0.15
H  10.92  12.85  15.55  0.16
H  13.46  11.20  16.85  0.44
H  13.30  12.38  15.35  0.23
H  13.73  10.61  15.20  0.05
H  8.91  9.00  14.24  -0.13
H  8.27  8.68  12.66  0.33
H  7.33  8.41  14.17  0.43
H  7.92  10.71  15.79  0.31
H  6.23  10.65  15.22  0.47
H  7.20  12.16  15.11  0.31
H  7.06  10.45  11.54  0.20
H  6.37  11.87  12.61  0.36
H  5.64  10.29  12.73  0.46
H  8.98  13.93  13.51  0.28
H  9.64  15.48  13.04  0.52
H  10.44  14.59  14.27  0.33
H  9.25  12.70  11.05  0.16
H  10.50  13.46  10.04  0.35
H  9.15  14.44  10.92  0.36
H  12.71  14.61  12.82  0.27
H  11.79  15.59  11.47  0.38
H  12.62  14.01  11.12  0.18
I  10.79  6.40  14.40  0.20
C  12.83  6.41  14.84  -0.47
C  13.31  5.79  16.02  -0.31
C  14.64  5.90  16.37  -0.39
I  15.31  5.08  18.14  0.20
C  15.57  6.58  15.49  0.89
C  16.89  6.61  15.70  -0.64
C  17.75  7.16  14.80  -1.16
C  17.14  7.74  13.65  -0.37
N  15.86  7.76  13.35  -0.11
C  15.08  7.20  14.30  0.07
C  13.67  7.09  14.01  0.27
O  13.21  7.90  12.99  0.67
H  12.61  5.34  16.67  0.50
H  17.28  6.33  16.71  0.15
H  18.77  7.19  14.97  0.53
H  17.86  8.05  12.87  0.40
C  14.99  7.71  10.25  -0.68
P  13.68  8.80  10.04  1.58
C  14.39  10.47  10.31  0.50
C  14.52  11.35  9.30  -0.33
C  15.23  12.57  9.49  -0.85
C  15.77  12.78  10.79  -0.53
C  15.61  11.84  11.88  -0.84
C  14.94  10.65  11.60  -0.21
C  12.99  8.68  8.38  0.68
C  11.69  9.16  8.00  -0.54
C  11.30  9.13  6.63  -0.79
C  12.29  8.77  5.67  -0.35
C  13.51  8.30  6.01  -0.74
C  13.88  8.24  7.34  -0.37
H  15.74  7.89  9.43  0.51
H  14.63  6.66  10.21  0.43
H  15.48  7.98  11.24  -0.18
H  14.13  11.09  8.32  0.46
H  15.44  13.19  8.61  0.47
H  16.36  13.68  10.99  0.42
H  16.14  12.04  12.80  0.56
H  14.92  9.76  12.17  0.04
H  11.06  9.42  8.84  0.33
H  10.29  9.22  6.29  0.44
H  12.00  8.72  4.57  0.31
H  14.17  7.91  5.22  0.40
H  14.83  7.87  7.55  0.44
I  11.34  6.17  10.53  0.02

Values from the calculation:
- Electronic energy: -123633.0627 eV
- Charge: +2
- LUMO level (spin up / spin down): -7.7766 / -7.7786 eV
- Highest occupied orbital energy (spin up / spin down): -0.4863 / -0.4863 hartree
- HOMO-LUMO gap (spin up / spin down): 5.5 / 5.5 eV